No. 1
C26H43BrMgN6P2 as an isolated structure in a non-equilibrium geometry, computed with the ωB97M-V functional and the def2-TZVPD basis.

Structure (XYZ):
```
79
Properties=species:S:1:pos:R:3:lowdin_charge:R:1
N -5.3081 -2.1527 3.8331 0.06
C -4.6943 -1.1480 4.4763 -0.12
C -4.8305 0.2085 4.1007 0.00
C -5.3189 0.4583 2.7938 -0.23
C -6.0684 -0.5762 2.1967 -0.02
C -5.9505 -1.8947 2.6810 -0.12
C -4.7738 1.5599 2.0472 -0.02
Mg 0.0662 1.2837 -1.3927 0.22
P 3.8634 -0.1288 -2.1414 1.12
C -4.7012 1.5365 0.6863 -0.05
C -3.5809 1.9264 -0.1456 -0.19
C -3.5697 1.5013 -1.5128 -0.01
C -2.4969 1.8583 -2.3754 -0.07
C -1.5488 2.5946 -1.7322 -0.18
C -1.5939 3.2956 -0.5781 -0.08
C -2.5972 2.8450 0.3087 0.01
Br 1.4535 2.0660 -3.1927 0.18
H -4.3788 2.3719 2.6676 0.13
H -5.6126 1.2248 0.1638 0.13
H -4.4023 1.0182 4.7010 0.12
H -6.6424 -0.3381 1.3199 0.10
H -4.1168 -1.4230 5.3714 0.11
H -6.4245 -2.6963 2.1287 0.11
H -4.4510 0.9725 -1.8964 0.14
H -2.6982 3.2841 1.2931 0.12
H -2.4501 1.5820 -3.4352 0.13
H -0.9854 4.1551 -0.3467 0.13
P -0.3204 -1.3908 -1.4480 0.92
C 4.4133 1.5576 -1.4603 -0.38
C 5.2809 2.5240 -2.2734 -0.14
H 4.9345 1.3546 -0.5010 0.09
H 3.4708 2.0916 -1.2177 0.01
H 5.4490 3.4582 -1.7134 0.10
H 6.2798 2.1293 -2.5033 0.08
H 4.7837 2.8344 -3.2010 0.06
C 4.0686 -0.3399 -3.9792 -0.37
C 5.1713 0.4661 -4.6406 -0.12
H 3.0682 -0.0467 -4.3587 0.04
H 4.2293 -1.4135 -4.1709 0.09
H 5.0024 0.4779 -5.7182 0.10
H 5.1622 1.5129 -4.3237 0.04
H 6.1814 0.0609 -4.4999 0.08
C 5.1864 -1.2103 -1.4340 -0.39
C 6.6153 -0.6921 -1.5985 -0.11
H 5.0606 -2.1972 -1.9112 0.09
H 4.9243 -1.2843 -0.3607 0.09
H 7.3098 -1.5117 -1.3777 0.10
H 6.8580 -0.3408 -2.6122 0.06
H 6.8343 0.1086 -0.8806 0.08
C 0.5844 -2.6536 -0.4478 -0.39
C 2.0975 -2.6560 -0.7121 -0.17
H 0.1672 -3.6584 -0.6363 0.11
H 0.4177 -2.4388 0.6204 0.07
H 2.5916 -3.4642 -0.1502 0.10
H 2.3375 -2.7916 -1.7761 0.06
H 2.5582 -1.7065 -0.3932 0.02
C -0.4410 -2.1978 -3.1218 -0.39
C -1.4201 -1.6404 -4.1721 -0.13
H -0.6185 -3.2765 -2.9521 0.10
H 0.5816 -2.0808 -3.5201 0.07
H -1.2674 -2.2148 -5.1020 0.09
H -2.4760 -1.7438 -3.8809 0.07
H -1.2214 -0.5815 -4.4020 0.06
C -2.0536 -1.4890 -0.8754 -0.39
C -2.2403 -1.9180 0.5828 -0.13
H -2.6106 -2.1644 -1.5441 0.10
H -2.4780 -0.4779 -1.0158 0.03
H -3.3101 -2.0558 0.8038 0.08
H -1.7225 -2.8656 0.7943 0.07
H -1.8583 -1.1605 1.2904 0.05
N 1.7830 3.2508 3.5765 0.16
N 1.2522 2.3856 2.6030 -0.23
N 0.5390 1.3010 2.9225 0.15
C 0.2642 0.7894 1.7145 -0.19
N 0.7437 1.5307 0.7051 -0.05
N 1.4016 2.5776 1.2917 0.11
H 1.6965 4.2306 3.3181 0.12
H 1.3588 3.0243 4.4811 0.12
H -0.2432 -0.1701 1.6404 0.09
```

Output
* net charge: +2
* highest occupied orbital energy (spin up / spin down): -0.466 / -0.465 Ha
* frontier orbital gap (spin up / spin down): 4.196 / 6.209 eV


No. 2
A 2-piece molecular cluster, C3H6O3 overall in a non-equilibrium geometry, computed with the ωB97M-V functional and the def2-TZVPD basis.

Structure (XYZ):
```
12
Properties=species:S:1:pos:R:3:nbo_charge:R:1
C -1.5699 -0.4371 0.4254 -0.52
C -0.9673 -0.4405 -0.7529 0.13
O -0.5204 0.5700 -1.5964 -0.69
H -2.5040 -0.9673 0.5111 0.23
H -1.4858 0.4249 1.1203 0.21
H -1.0459 -1.3610 -1.3315 0.17
H -0.9342 1.3943 -1.2939 0.50
O 1.3221 0.7006 1.7651 -0.59
C 1.9872 0.0983 0.9788 0.66
O 1.8417 0.0516 -0.3578 -0.70
H 2.9148 -0.4268 1.2029 0.10
H 0.9617 0.3929 -0.6712 0.50
```

Output
* net charge: 0
* highest occupied orbital energy: -0.356 Ha
* frontier orbital gap: 10.239 eV
* SMILES string: C=CO.O=CO
* energy above the lowest of the compared OMol25 structures with the same formula, charge and spin: 52.41 kcal/mol


No. 3
C4H12BN as an isolated structure in a non-equilibrium geometry, computed with the ωB97M-V functional and the def2-TZVPD basis.

Structure (XYZ):
```
18
Properties=species:S:1:pos:R:3:nbo_charge:R:1
B -1.8525 -1.9143 0.0642 0.65
C -2.3514 1.1270 0.3151 -0.39
C 1.3905 -0.4307 -0.5866 -0.60
C -1.4085 1.7520 -0.3965 -0.38
C 0.7692 -1.7219 0.0454 -0.23
N -0.6078 -1.8888 0.0926 -0.77
H 3.7669 2.2873 0.7619 0.00
H -2.9358 -1.8032 0.2412 -0.07
H -1.9560 0.8822 1.2559 0.18
H 3.8788 1.6296 1.2054 0.00
H -3.3121 0.8326 0.0882 0.20
H 1.3539 0.4961 0.0785 0.20
H 2.3657 -0.5451 -0.9047 0.21
H 0.9419 -0.2237 -1.4775 0.21
H -0.3096 2.0261 -0.1906 0.21
H -1.8247 2.0198 -1.3111 0.18
H 1.0644 -2.7173 -0.3280 0.20
H 1.0271 -1.8076 1.0464 0.20
```

Output
* net charge: 0
* highest occupied orbital energy: -0.347 Ha
* frontier orbital gap: 10.265 eV
* energy above the lowest of the compared OMol25 structures with the same formula, charge and spin: 100.54 kcal/mol


No. 4
One molecule with the formula C7H4 in a non-equilibrium geometry, computed with the ωB97M-V functional and the def2-TZVPD basis.

Structure (XYZ):
```
11
Properties=species:S:1:pos:R:3:nbo_charge:R:1
C -0.7381 -1.5102 -0.1762 -0.14
C 0.7090 -1.4308 -0.0506 -0.25
C 1.3339 -0.2035 0.0120 -0.17
C 0.6934 1.0484 -0.2822 -0.29
C -0.7002 1.0480 -0.1754 0.05
C -1.9864 0.8245 0.2903 -0.13
C -1.3127 -0.3601 0.0030 -0.01
H 1.2347 -2.4125 0.3034 0.23
H 2.4834 -0.1587 0.2787 0.23
H 1.2005 1.7479 -0.8861 0.22
H -2.9175 1.4068 0.6831 0.27
```

Output
* net charge: 0
* highest occupied orbital energy: -0.274 Ha
* frontier orbital gap: 6.790 eV
* SMILES string: C1=CC=CC2=CC=12
* energy above the lowest of the compared OMol25 structures with the same formula, charge and spin: 40.84 kcal/mol


Number 1: molecular weight 605.8 g/mol. Number 2: molecular weight 90.1 g/mol. Number 3: molecular weight 85.0 g/mol. Number 4: molecular weight 88.1 g/mol.